(1)
The following is a quantum chemistry calculation of a cluster of 8 separate species, C3H24N2O8 in total at a distorted geometry, from OMol25.

```
37
Properties=species:S:1:pos:R:3
N -3.9034 -1.1632 0.8565
C -3.1725 -0.1880 0.0489
C -2.3598 0.8828 0.8102
N -1.1944 1.4784 0.1192
C -1.4271 1.9803 -1.2205
O -1.3243 0.8278 -2.0876
H -4.5109 -0.6784 1.4994
H -3.2643 -1.7394 1.3843
H -3.9152 0.3339 -0.5548
H -2.4137 -0.7393 -0.4962
H -2.9351 1.7680 1.1029
H -1.9305 0.4444 1.7092
H -0.3708 0.8784 0.2482
H -2.4519 2.3167 -1.3762
H -0.7978 2.8382 -1.4267
H -0.4258 0.6662 -2.3830
O 1.5416 2.5495 -1.1463
H 1.2128 3.1424 -0.4696
H 1.3160 1.6648 -0.8462
O 3.3439 -2.0574 -1.6767
H 3.8501 -1.8192 -0.8904
H 3.3420 -1.1687 -2.0970
O 0.5154 0.4826 4.0332
H 0.5135 1.4436 4.0785
H -0.0986 0.3379 3.3032
O 0.6141 -3.9535 -1.5797
H 1.2861 -3.3509 -1.9227
H -0.0037 -3.3924 -1.1155
O 3.5829 0.5093 -2.6329
H 3.0626 1.1460 -2.1374
H 3.1185 0.2360 -3.4243
O 1.9803 -1.3039 2.7968
H 1.4702 -1.0262 3.5719
H 1.9210 -2.2121 2.5088
O 1.0096 -0.1874 0.5109
H 1.6214 -0.3590 1.2413
H 1.1979 -0.5884 -0.3398
```

Calculated values
SMILES = NCCNCO.O.O.O.O.O.O.O
Orbital gap = 8.37 eV
Electronic energy = -840.08136 Eh
Spin multiplicity = 1
ΔE to the lowest compared entry with this formula, charge and spin = 145.6 kJ/mol

---

(2)
The following is a quantum chemistry calculation of a cluster of 9 separate species, C3H24NO9S in total at a distorted geometry, from OMol25.

```
38
Properties=species:S:1:pos:R:3
O 1.0541 0.6346 0.0618
C 1.2185 -0.3485 -0.5970
C 1.5327 -1.7357 -0.0007
C 2.8919 -1.5612 0.7235
S 2.7580 -0.6695 2.3148
N 0.4876 -2.1409 0.9719
H 1.3518 -0.2982 -1.6851
H 1.6058 -2.4782 -0.7845
H 3.4992 -0.8313 0.1539
H 3.5645 -2.4314 0.8134
H 2.4142 -1.7380 3.0918
H 0.8951 -2.7443 1.6868
H -0.2488 -2.6470 0.4759
H 0.0280 -1.2708 1.3735
H 0.5213 4.7264 0.3645
H -0.3200 3.6813 -0.4671
O -0.0821 3.9808 0.4370
H -2.1474 -1.9098 0.0049
H -1.7992 -0.9776 -1.2229
O -1.4908 -1.7381 -0.6760
H -3.2179 0.7887 0.1865
H -1.7781 0.9063 0.6412
O -2.4985 0.2706 0.5742
H 0.2347 4.0995 -2.4798
H 0.3326 2.6065 -2.2154
O -0.2896 3.3382 -2.1962
H -0.7116 2.5038 3.1726
H -0.0052 2.7187 1.7354
O -0.5301 2.1113 2.3023
H -1.3839 -0.2036 3.0952
H -0.0402 0.4745 2.5508
O -0.4924 -0.3958 2.7856
H -0.1674 -2.2145 -2.5340
H 0.6509 -2.3806 -3.8766
O 0.5593 -2.6722 -2.9668
H -3.3916 -0.3642 -2.7760
H -2.4401 0.9164 -2.6337
O -2.5651 -0.0063 -2.4055
```

Calculated values
Charge = +2
Orbital gap (spin up / spin down) = 9.53 / 4.47 eV
Electronic energy = -1258.11791 Eh
Spin multiplicity = 2
ΔE to the lowest compared entry with this formula, charge and spin = 37.7 kJ/mol

---

(3)
The following is a quantum chemistry calculation of a structure of composition C3H25B5Be2Cl7 at a distorted geometry, from OMol25.

```
42
Properties=species:S:1:pos:R:3
Be 1.0236 -0.0367 1.9519
Be -1.7748 -0.6312 -0.9828
B -3.5616 0.4357 -2.4395
H -3.8415 0.5718 -1.4064
H -3.5104 -0.6317 -2.5891
H -4.2921 0.8905 -3.0905
H -2.5763 0.8435 -2.6038
B -0.9608 -3.0676 -1.5086
H -1.6180 -2.9785 -0.6575
H -0.0238 -2.5647 -1.3262
H -0.8168 -4.1228 -1.6822
H -1.4911 -2.6404 -2.3456
B 0.2731 0.7782 -0.2403
H 1.0914 1.2840 0.2484
H 0.5760 -0.1371 -0.7246
H -0.5402 0.7029 0.4647
H -0.1693 1.4385 -0.9701
B -1.1459 -1.5991 1.5429
H -0.6279 -1.5194 2.4861
H -1.9170 -0.8447 1.5660
H -0.4800 -1.4872 0.7013
H -1.6528 -2.5491 1.4748
B 1.9954 -2.3555 1.4946
H 2.5877 -3.1990 1.1752
H 2.6125 -1.6318 2.0043
H 1.5312 -1.9194 0.6237
H 1.2078 -2.6031 2.1894
C -2.4577 3.3251 2.4177
Cl -2.8904 3.0389 0.7504
Cl -1.3316 2.0427 2.9177
Cl -3.9908 3.1974 3.3394
H -2.0485 4.3329 2.4877
C 4.6792 2.1918 2.3865
Cl 3.5535 1.4241 1.2218
Cl 6.0522 3.0315 1.5746
H 4.1863 2.9419 3.0051
H 5.0575 1.4289 3.0669
C 1.5373 0.5186 -3.5945
Cl -0.0262 -0.3154 -3.7796
Cl 2.0893 1.5698 -4.9843
H 1.4619 1.1569 -2.7141
H 2.2295 -0.3112 -3.4515
```

Calculated values
Charge = -1
Orbital gap = 5.67 eV
Electronic energy = -3503.74081 Eh
Spin multiplicity = 1

---

(4)
The following is a quantum chemistry calculation of a cluster of 8 separate species, C3H25N2O7S2 in total at a distorted geometry, from OMol25.

```
39
Properties=species:S:1:pos:R:3
S 2.3501 2.9784 0.1486
S 2.6326 0.8646 0.5486
C 1.2581 0.5819 1.7190
C 0.8526 -0.8683 1.7073
C 0.1687 -1.3251 0.3802
N 0.0960 -2.8227 0.4998
N -0.2385 -1.0978 2.7438
H 1.4461 2.5245 -0.7723
H 0.3804 1.2179 1.6107
H 1.5988 0.8804 2.7377
H 1.7725 -1.4197 1.9583
H 0.8109 -0.8936 -0.3793
H -0.8830 -1.0568 0.2065
H 0.7729 -3.2764 -0.1309
H -0.7844 -3.1291 0.1010
H -0.5359 -2.0884 2.7010
H -1.1711 -0.5997 2.5338
H 0.0884 -0.7321 3.6479
H -3.4911 -0.3526 3.2039
H -2.8426 0.0564 1.7600
O -2.8075 -0.5187 2.5535
H -1.7252 1.6760 0.1632
H -2.9213 2.2851 0.8280
O -2.1922 1.6747 1.0259
H -2.9977 0.2122 -3.9938
H -2.0007 -0.7106 -4.6475
O -2.0490 0.0989 -4.1277
H -0.6653 0.3738 -1.8020
H -1.9922 1.0573 -2.3456
O -1.4662 0.9202 -1.5698
H -3.6933 -2.7872 -0.1439
H -3.0158 -1.7206 0.7611
O -3.5577 -1.8378 -0.0300
H 0.4870 1.7621 -3.3271
H 0.4594 0.2334 -3.9961
O 0.4676 0.8123 -3.2369
H 3.0293 -2.5387 -1.0631
H 2.2390 -3.2406 -2.1282
O 2.2182 -3.0549 -1.1788
```

Calculated values
Charge = +1
Orbital gap = 9.36 eV
Electronic energy = -1561.61275 Eh
Spin multiplicity = 1
ΔE to the lowest compared entry with this formula, charge and spin = 46.0 kJ/mol

---

(5)
The following is a quantum chemistry calculation of a cluster of 10 separate species, C3H26N6O10 in total at a distorted geometry, from OMol25.

```
45
Properties=species:S:1:pos:R:3
N 0.8085 3.5457 2.2908
C 1.3932 2.3570 2.9754
N 1.2691 2.0913 4.3735
O 2.0738 1.5654 2.3310
H -0.0813 3.9358 2.5473
H 0.9906 3.4597 1.3051
H 1.9404 1.3610 4.4749
H 1.1772 2.8098 5.1300
N -0.6654 -4.5484 -2.0880
C -0.8423 -3.5199 -1.1982
N -0.2007 -3.5250 -0.0171
O -1.6285 -2.6072 -1.5082
H -0.1870 -5.3776 -1.8195
H -1.0472 -4.4643 -2.9673
H 0.5925 -4.0881 0.2511
H -0.1953 -2.6250 0.5200
N -2.5558 1.8999 1.5047
C -2.9580 2.8360 0.5662
N -2.4586 2.8385 -0.7794
O -3.8059 3.6778 0.8874
H -3.2241 1.6430 2.2283
H -2.0050 1.1496 1.1334
H -2.9996 3.4430 -1.4000
H -1.5061 2.5618 -1.0776
O 0.7771 1.8543 -0.9137
H 0.7415 1.1836 -1.6141
H 0.9963 1.3535 -0.1198
O 3.3233 -2.7797 -0.1428
H 4.0195 -3.4554 0.0328
H 3.6685 -2.1586 -0.7954
O -2.7269 0.0487 -2.5325
H -2.7256 -0.9104 -2.3708
H -2.5055 0.4827 -1.6880
O -1.5157 -0.3164 0.2311
H -1.6859 -1.2093 -0.1911
H -0.6251 -0.1074 -0.1002
O 3.6668 -0.3645 -1.4488
H 3.0751 -0.0672 -0.7572
H 3.3174 -0.1060 -2.3208
O 0.1131 -0.2269 -2.7894
H -0.2291 -0.9399 -2.2464
H -0.7053 0.2463 -3.0337
O 1.4888 -0.8819 0.7432
H 1.5268 -0.4791 1.5999
H 2.1204 -1.5864 0.7940
```

Calculated values
SMILES = NC(N)=O.NC(N)=O.NC(N)=O.O.O.O.O.O.O.O
Orbital gap = 9.23 eV
Electronic energy = -1210.97701 Eh
Spin multiplicity = 1
ΔE to the lowest compared entry with this formula, charge and spin = 38.8 kJ/mol

---

(6)
The following is a quantum chemistry calculation of a cluster of 11 separate species, C3H26NO12 in total at a distorted geometry, from OMol25.

```
42
Properties=species:S:1:pos:R:3
C -0.8617 -0.8235 -1.6350
N -0.7309 -0.9668 -0.1982
C 0.5336 -1.3409 0.3737
O 1.1051 -2.2921 -0.1772
O 0.8022 -0.7330 1.4491
C -0.9003 0.6280 -2.1506
H 0.0329 -1.3226 -2.1408
H -1.7211 -1.3693 -1.9825
H -1.3456 -0.3369 0.3047
H -1.4876 1.3453 -1.5907
H -1.0465 0.7421 -3.2299
H 0.1063 1.0729 -1.9662
H 1.9742 -1.9248 -2.8190
H 2.8993 -2.2645 -1.5499
O 2.7908 -1.7519 -2.3556
H -2.9022 2.0344 1.6639
H -1.8787 1.7850 0.5683
O -2.8012 2.0167 0.7107
H -2.5999 -2.1782 0.1894
H -3.2014 -0.8465 -0.1879
O -3.3671 -1.6160 0.3630
H 3.8747 1.3181 -1.7200
H 3.7595 1.9382 -0.4105
O 3.3717 2.0255 -1.2933
H -0.0577 0.7116 1.7035
H 0.0530 2.3074 1.9043
O -0.4855 1.5313 2.0218
H 0.0238 4.7715 0.2906
H -0.3836 3.3734 -0.0728
O -0.7209 4.2974 -0.1131
H -0.4292 -3.5052 -0.9698
H -0.4771 -4.3819 0.2625
O -1.0405 -4.0693 -0.4754
H -2.3230 -3.6684 1.4559
H -1.2149 -2.8324 2.1187
O -2.0373 -3.3080 2.3001
H 2.0551 2.3839 1.4860
H 1.6272 2.6508 -0.0407
O 1.5410 2.9286 0.8709
H 2.1010 0.1312 1.7696
H 2.5445 0.8257 3.0935
O 2.8177 0.7130 2.1790
```

Calculated values
Charge = -1
Orbital gap = 8.97 eV
Electronic energy = -1087.65609 Eh
Spin multiplicity = 1
ΔE to the lowest compared entry with this formula, charge and spin = 159.8 kJ/mol